1.
C22H26AsOPPtSe2 | wB97M-V/def2-TZVPD

Properties
E_tot	-229350.62401	eV
LUMO energy (alpha / beta)	-0.4641 / -0.4664	eV
net charge	0
relative energy (zero: lowest compared OMol25 entry of this formula, charge and spin)	62.4	kJ/mol
gap between HOMO and LUMO (alpha / beta)	6.7626 / 6.7608	eV
2S+1	1

Each line ends with the Löwdin charge.
CARTESIAN COORDINATES (ANGSTROEM)
Pt -0.194 0.230 0.247  0.40
Se 2.305 0.191 0.056  0.27
P 2.195 0.916 2.134  0.15
Se 0.439 0.146 3.108  0.24
C 3.694 0.448 3.042  -0.40
C 3.659 -0.507 4.050  -0.11
C 4.833 -0.863 4.699  -0.08
C 6.035 -0.273 4.339  -0.08
C 6.072 0.679 3.329  -0.08
C 4.902 1.043 2.682  -0.09
C 2.217 2.738 2.127  -0.40
C 2.676 3.463 1.035  -0.11
C 2.720 4.849 1.095  -0.08
C 2.303 5.510 2.240  -0.08
C 1.836 4.787 3.330  -0.08
C 1.791 3.404 3.274  -0.10
H 2.714 -0.961 4.318  0.05
H 4.806 -1.604 5.487  0.10
H 6.949 -0.555 4.846  0.10
H 7.010 1.140 3.049  0.10
H 4.925 1.792 1.899  0.11
H 2.969 2.942 0.133  0.06
H 3.072 5.412 0.240  0.10
H 2.334 6.592 2.283  0.10
H 1.499 5.301 4.221  0.10
H 1.410 2.833 4.113  0.08
C -3.750 0.271 -0.880  -0.26
As -2.519 0.414 0.615  1.00
C -3.275 -0.845 1.877  -0.27
C -2.895 2.198 1.347  -0.29
C -4.028 2.199 2.324  -0.32
C -5.334 2.462 1.919  -0.06
C -6.381 2.411 2.827  -0.09
C -6.137 2.099 4.157  -0.09
C -4.836 1.845 4.572  -0.08
C -3.791 1.894 3.663  -0.06
H -4.776 0.419 -0.543  0.03
H -3.652 -0.716 -1.328  0.03
H -3.495 1.025 -1.622  0.02
H -4.308 -0.586 2.102  0.04
H -2.684 -0.837 2.790  0.01
H -3.229 -1.840 1.435  0.03
H -3.096 2.829 0.481  0.08
H -1.958 2.533 1.788  0.07
H -5.530 2.717 0.883  0.11
H -7.391 2.621 2.497  0.10
H -6.953 2.062 4.866  0.10
H -4.636 1.610 5.610  0.10
H -2.775 1.698 3.988  0.11
C -0.438 2.414 -1.692  -0.26
O -0.367 2.120 -0.321  -0.55
H 0.524 2.268 -2.197  0.06
H -0.719 3.471 -1.777  0.08
H -1.190 1.816 -2.221  0.05

Forces on atoms 1 to 2 (eV/Å):
Pt 0.4 0.5 0.6
Se -0.1 0.0 0.1

2.
C20H21F2N5O2 | wB97M-V/def2-TZVPD

Properties
E_tot	-38041.55675	eV
SMILES	COc1ccc(-c2cc(C(F)F)n3ncc(C(=O)N4CCN(C)CC4)c3n2)cc1
LUMO energy	-0.6707	eV
net charge	0
gap between HOMO and LUMO	6.8162	eV
2S+1	1

Each line ends with the Löwdin charge.
CARTESIAN COORDINATES (ANGSTROEM)
C -7.088 -2.287 0.340  0.07
O -5.743 -2.393 -0.415  0.04
C -4.901 -1.550 -0.327  -0.59
C -5.071 -0.500 0.248  -0.06
C -4.121 0.512 0.466  -0.03
C -2.963 0.229 -0.096  -0.16
C -1.869 1.401 -0.383  -0.06
C -1.965 2.732 0.157  0.05
C -0.756 3.632 -0.064  -0.01
C -1.071 5.087 0.492  -0.29
F -0.174 5.411 1.453  0.10
F -0.604 5.814 -0.519  0.05
N 0.305 2.963 -0.274  -0.01
N 1.532 3.481 -0.411  0.10
C 2.299 2.692 -0.727  -0.26
C 1.782 1.443 -1.131  -0.01
C 2.408 0.035 -1.550  -0.52
O 1.990 -0.149 -2.582  0.16
N 3.425 -0.270 -0.800  -0.08
C 3.976 0.113 0.479  -0.15
C 3.671 -1.024 1.262  -0.29
N 4.439 -2.142 0.953  -0.18
C 4.308 -3.389 1.869  0.05
C 3.912 -2.558 -0.108  -0.34
C 4.129 -1.402 -1.356  -0.03
C 0.468 1.741 -0.649  -0.22
N -0.563 0.653 -0.738  0.19
C -2.756 -0.834 -1.074  0.04
C -3.809 -1.747 -1.069  0.04
H -7.575 -3.186 0.034  0.08
H -6.991 -2.099 1.235  -0.03
H -7.789 -1.339 -0.084  0.17
H -5.870 -0.247 0.981  0.14
H -4.117 1.396 1.028  0.10
H -2.952 3.070 0.204  0.07
H -1.987 5.456 0.345  0.13
H 3.473 3.030 -1.036  0.19
H 3.418 1.152 0.691  0.16
H 5.171 0.305 0.356  0.19
H 4.036 -0.862 2.400  0.17
H 2.509 -1.118 1.401  0.18
H 3.265 -3.667 2.074  0.12
H 4.956 -3.901 1.561  -0.03
H 4.783 -2.923 2.665  0.07
H 4.319 -3.395 -0.460  0.07
H 2.737 -2.861 -0.315  0.18
H 3.612 -1.570 -2.252  0.09
H 5.301 -1.334 -1.305  0.15
H -1.869 -0.846 -1.453  0.03
H -3.621 -2.750 -1.518  0.15

Forces on atoms 1 to 2 (eV/Å):
C -0.8 1.3 -11.7
O -10.5 -8.7 0.7

3.
C5H13NO2 | wB97M-V/def2-TZVPD

Properties
E_tot	-10977.05630	eV
LUMO energy	-2.3150	eV
net charge	0
relative energy (zero: lowest compared OMol25 entry of this formula, charge and spin)	465.3	kJ/mol
gap between HOMO and LUMO	5.3807	eV
2S+1	1

Each line ends with the Löwdin charge.
CARTESIAN COORDINATES (ANGSTROEM)
N 0.313 -1.123 0.661  0.12
C -0.011 0.166 0.211  -0.23
C -0.050 0.287 -1.262  -0.01
C -0.754 3.310 2.210  -0.08
C -0.512 2.468 1.042  -0.04
C -0.419 1.109 1.135  -0.05
H -0.434 -1.765 0.368  0.10
H 1.120 -1.397 0.077  0.07
H 0.424 -0.633 -1.574  0.01
H -1.085 0.213 -1.621  0.13
H -0.177 4.231 2.272  0.09
H -0.410 2.848 3.139  0.09
H -1.793 3.569 2.444  0.10
H -0.270 2.890 0.073  0.12
H -0.503 0.706 2.145  0.13
H -0.761 -3.773 -1.724  0.02
H 2.331 -2.396 -2.301  -0.06
O 1.677 -1.889 -1.789  -0.45
H 0.367 -2.700 -1.452  -0.03
H 0.457 1.181 -1.631  0.10
O -0.595 -2.962 -1.253  -0.14

Forces on atoms 1 to 2 (eV/Å):
N 0.3 2.0 0.7
C -0.7 -2.1 -1.8

4.
C5H4N2 | wB97M-V/def2-TZVPD

Properties
E_tot	-8224.05938	eV
LUMO energy	-0.4864	eV
net charge	0
relative energy (zero: lowest compared OMol25 entry of this formula, charge and spin)	524.3	kJ/mol
gap between HOMO and LUMO	8.2812	eV
2S+1	1

Each line ends with the Löwdin charge.
CARTESIAN COORDINATES (ANGSTROEM)
C -0.086 -0.987 -2.532  0.13
C -0.258 -0.494 -1.449  -0.09
C -0.466 0.104 -0.138  -0.39
C -0.014 1.503 0.139  0.04
C 0.574 1.309 1.406  -0.20
N 0.623 0.033 1.848  0.08
N 0.060 -0.712 0.962  0.01
H 0.083 -1.410 -3.497  0.03
H -1.545 0.254 0.066  0.17
H 1.023 2.066 2.037  0.08
H -0.010 -1.709 1.111  0.16

Forces on atoms 1 to 2 (eV/Å):
C 0.0 0.2 0.4
C 0.0 -0.2 -0.5

5.
C3H4FHoO3 | wB97M-V/def2-TZVPD

Properties
E_tot	-37821.77272	eV
LUMO energy (alpha / beta)	-6.0196 / -7.1209	eV
net charge	+1
gap between HOMO and LUMO (alpha / beta)	6.8802 / 5.7734	eV
2S+1	6

Each line ends with the Löwdin charge.
CARTESIAN COORDINATES (ANGSTROEM)
C -0.244 -1.265 0.604  -0.29
C -0.732 -0.515 -0.550  -0.37
H 0.789 -1.594 0.415  0.05
H -0.303 -0.690 1.539  0.05
F -1.943 0.124 -0.324  0.01
H -0.857 -1.114 -1.462  0.14
Ho -1.565 -3.521 1.079  1.61
O 1.908 1.500 -0.151  0.14
C 0.603 1.645 -0.414  -0.65
O -0.061 2.572 -0.005  0.14
O 0.200 0.618 -1.123  0.06
H 2.205 2.240 0.391  0.13

Forces on atoms 1 to 2 (eV/Å):
C -0.4 -1.7 1.2
C -0.3 2.8 -2.2

6.
C3H8N2O2 | wB97M-V/def2-TZVPD

Properties
E_tot	-10314.22361	eV
SMILES	[NH3+]C(=O)NCC[O-]
LUMO energy	0.3797	eV
net charge	0
relative energy (zero: lowest compared OMol25 entry of this formula, charge and spin)	263.3	kJ/mol
gap between HOMO and LUMO	9.2696	eV
2S+1	1

Each line ends with the Löwdin charge.
CARTESIAN COORDINATES (ANGSTROEM)
N -1.765 0.955 0.055  0.20
C -0.694 0.187 -0.793  -0.57
O -1.081 -0.420 -1.755  0.09
N 0.592 0.714 -0.567  0.04
C 1.441 -0.406 -0.143  -0.16
C 0.721 -1.020 1.089  -0.31
O -0.636 -0.917 0.856  -0.25
H -2.684 0.710 -0.312  0.15
H -1.661 1.967 0.121  0.14
H -1.488 0.340 0.925  0.13
H 0.577 1.385 0.197  0.12
H 2.454 -0.045 0.063  0.11
H 1.482 -1.119 -0.971  0.12
H 1.045 -0.468 1.995  0.10
H 1.041 -2.066 1.226  0.11

Forces on atoms 1 to 2 (eV/Å):
N -0.2 0.0 -0.1
C -0.1 0.1 -0.3

7.
C5H9NO | wB97M-V/def2-TZVPD

Properties
E_tot	-8866.06603	eV
SMILES	CC1=C([O-])C[N@@H+]1C
LUMO energy	0.4813	eV
net charge	0
relative energy (zero: lowest compared OMol25 entry of this formula, charge and spin)	303.6	kJ/mol
gap between HOMO and LUMO	7.6854	eV
2S+1	1

Each line ends with the Löwdin charge.
CARTESIAN COORDINATES (ANGSTROEM)
C 0.742 1.892 -0.267  -0.06
C -0.124 0.798 0.234  -0.24
C -0.974 0.480 1.288  -0.46
O -1.385 0.954 2.340  -0.02
C -1.312 -0.880 0.600  -0.01
N -0.303 -0.507 -0.470  -0.12
C 0.898 -1.383 -0.587  0.00
H 1.788 1.589 -0.436  0.07
H 0.755 2.676 0.497  0.09
H 0.378 2.353 -1.198  0.07
H -2.315 -0.959 0.170  0.12
H -1.038 -1.811 1.102  0.12
H -0.748 -0.443 -1.391  0.17
H 1.664 -0.981 0.076  0.10
H 1.265 -1.384 -1.614  0.09
H 0.650 -2.402 -0.286  0.09

Forces on atoms 1 to 2 (eV/Å):
C 0.1 0.1 0.0
C 0.0 0.1 0.1

8.
C13H32Br2Cl2N2O6V | wB97M-V/def2-TZVPD

Properties
E_tot	-220084.33288	eV
LUMO energy	2.5803	eV
net charge	-1
gap between HOMO and LUMO	7.5840	eV
2S+1	1

Each line ends with the Löwdin charge.
CARTESIAN COORDINATES (ANGSTROEM)
O -0.113 0.216 0.656  -0.43
V 0.956 1.336 0.259  0.90
O 0.184 2.553 -0.385  -0.44
O 1.623 2.279 1.999  -0.31
C 3.002 2.322 1.966  -0.40
C 3.631 2.110 0.606  -0.40
O 2.982 1.208 -0.228  -0.35
H 3.513 1.626 2.673  0.09
H 3.341 3.307 2.353  0.10
H 4.705 1.869 0.717  0.10
H 3.676 3.096 0.093  0.10
Br -0.992 7.017 1.346  0.58
C -1.613 5.359 0.500  -0.69
C -1.487 5.510 -0.991  -0.71
Br -2.126 3.873 -1.811  0.67
H -2.634 5.194 0.829  0.05
H -1.013 4.539 0.886  0.05
H -0.454 5.672 -1.281  0.06
H -2.114 6.289 -1.409  0.04
C 0.833 0.439 -4.587  -0.06
C 0.016 0.649 -3.316  -0.38
C -1.214 -0.207 -3.134  -0.20
O -1.941 -0.353 -4.346  -0.18
C -3.191 -0.916 -4.179  -0.14
N 0.907 0.366 -2.133  0.02
H 1.317 -0.539 -4.658  0.08
H 1.568 1.224 -4.767  0.08
H 0.168 0.493 -5.463  0.07
H -0.154 1.727 -3.217  0.12
H -1.775 0.167 -2.274  0.08
H -0.792 -1.202 -2.873  0.14
H -3.646 -0.705 -3.204  0.05
H -3.087 -2.018 -4.151  0.09
H -3.888 -0.676 -4.975  0.08
H 1.121 -0.625 -2.063  0.09
H 1.769 0.875 -2.321  0.07
C 2.131 -3.037 4.312  -0.07
C 1.467 -2.980 2.934  -0.44
C 0.163 -3.716 2.918  -0.21
O -0.107 -4.067 1.563  -0.19
C -1.192 -4.934 1.448  -0.14
N 1.352 -1.543 2.577  0.05
H 1.433 -2.541 4.991  0.08
H 3.148 -2.675 4.393  0.07
H 2.140 -4.096 4.612  0.07
H 2.150 -3.455 2.207  0.14
H -0.639 -3.176 3.433  0.14
H 0.300 -4.687 3.426  0.12
H -1.277 -5.320 0.434  0.09
H -2.130 -4.493 1.787  0.08
H -1.057 -5.837 2.077  0.08
H 0.952 -1.313 1.659  0.03
H 2.306 -1.198 2.468  0.07
C -2.721 -0.975 1.138  -1.04
Cl -3.901 -1.534 2.355  0.47
Cl -3.477 -0.423 -0.337  0.58
H -2.032 -0.232 1.527  0.01
H -2.090 -1.844 0.962  0.01

Forces on atoms 1 to 2 (eV/Å):
O -0.1 -0.7 0.2
V 2.1 1.7 0.5